[1]
6
Properties=species:S:1:pos:R:3 method="wB97M-V/def2-TZVPD" gap_ev=11.85 smiles="O=C(O)O" energy_ev=-7211.201 lumo_ev=0.3
C 0.10266 -0.41711 0.06859
H -1.67046 0.56908 0.28303
H 1.49244 0.76979 -0.11789
O -1.37374 -0.41373 -0.11332
O 0.61905 0.82491 -0.07025
O 0.83005 -1.33293 -0.05016



[2]
97
Properties=species:S:1:pos:R:3 method="wB97M-V/def2-TZVPD" gap_ev="4.97 / 4.90" multiplicity=2 energy_ev=-78242.345 lumo_ev="-5.2 / -5.3" s_squared=0.7630 charge=+1
Au -0.14915 -0.78274 1.01413
N -1.62076 -2.52257 2.60164
C -2.83958 -2.65401 1.91556
C -4.05384 -2.70778 2.59643
C -5.24247 -2.84990 1.90446
C -5.25161 -2.96877 0.52095
C -4.06255 -2.86449 -0.17518
C -2.85836 -2.66996 0.50474
P -1.34192 -2.23200 -0.38176
C -1.94134 -1.59378 -1.97387
C -2.83207 -0.51878 -1.93202
C -3.36547 -0.00960 -3.10180
C -2.99355 -0.55401 -4.32461
C -2.09815 -1.61105 -4.37152
C -1.57140 -2.13770 -3.19933
C -0.44955 -3.75168 -0.75776
C 0.76189 -3.65938 -1.44537
C 1.49187 -4.80522 -1.70891
C 1.02349 -6.03872 -1.27241
C -0.17577 -6.12870 -0.58312
C -0.91852 -4.98672 -0.32580
H -1.73220 -2.49655 3.60639
H -0.90010 -3.20327 2.35300
H -4.06728 -2.64083 3.67814
H -6.17516 -2.87776 2.45251
H -6.17976 -3.12293 -0.01184
H -4.05932 -2.91551 -1.25568
H -3.13041 -0.10595 -0.97571
H -4.07047 0.81069 -3.05965
H -3.40710 -0.15568 -5.24188
H -1.81623 -2.03498 -5.32628
H -0.89838 -2.98323 -3.24044
H 1.12610 -2.68689 -1.75951
H 2.42898 -4.73930 -2.24740
H 1.59617 -6.93493 -1.47188
H -0.53325 -7.09155 -0.24372
H -1.85900 -5.05067 0.20730
C 1.73462 5.35819 -5.43054
C 1.62543 4.61823 -4.12544
C 0.77528 3.52613 -3.98811
C 0.67898 2.83361 -2.78465
C -0.24771 1.65312 -2.67205
C 1.43753 3.26726 -1.70191
Te 1.26596 2.11054 0.24800
N 0.70624 0.81342 1.97869
C 1.68342 1.19358 2.75693
O 2.33192 2.26089 2.42926
C 2.04386 0.50369 4.02225
C 2.82381 1.19444 4.94971
C 3.21059 0.58140 6.12933
C 2.84027 -0.73330 6.37744
C 2.06030 -1.42254 5.45837
C 1.64967 -0.80499 4.28933
C -0.72181 2.82465 0.43032
C -1.73271 1.87048 0.51981
C -3.05954 2.22847 0.64245
C -3.38520 3.57881 0.65984
C -2.38499 4.53432 0.58223
C -1.04102 4.18414 0.48280
C 0.01988 5.25053 0.46594
C 2.32426 4.33465 -1.81248
C 3.19794 4.79133 -0.67211
C 2.39009 5.00669 -3.03198
H 1.25410 4.80634 -6.23638
H 2.77909 5.52266 -5.69466
H 1.25630 6.33643 -5.35215
H 0.18234 3.19543 -4.83571
H -0.39467 1.17192 -3.63798
H -1.22403 1.96925 -2.29924
H 0.15177 0.89898 -1.97805
H 3.11933 2.21133 4.73036
H 3.79986 1.12532 6.85539
H 3.15559 -1.21762 7.29238
H 1.77164 -2.44657 5.65896
H 1.02897 -1.33962 3.58111
H -1.45968 0.80053 0.51885
H -3.82472 1.46758 0.73305
H -4.41898 3.88496 0.75170
H -2.64793 5.58464 0.61801
H -0.28845 6.10544 1.06559
H 0.20344 5.59461 -0.55363
H 0.95689 4.86495 0.87312
H 3.19002 4.07460 0.15505
H 2.86453 5.75983 -0.29386
H 4.22899 4.91164 -1.00297
H 3.07282 5.84588 -3.13194
O 0.83355 -3.72488 2.23934
C 1.76912 -3.16230 1.69958
C 3.20691 -3.64593 1.62244
C 3.92637 -2.56407 0.81564
C 2.86716 -1.49525 0.59000
O 3.02983 -0.43744 0.00579
N 1.68038 -1.94014 1.09071
H 3.22874 -4.62887 1.15416
H 3.59450 -3.75573 2.63528
H 4.25569 -2.92094 -0.16092
H 4.78967 -2.13376 1.31980



[3]
52
Properties=species:S:1:pos:R:3 method="wB97M-V/def2-TZVPD" gap_ev=5.51 energy_ev=-39161.192 lumo_ev=0.8 charge=-1
Ba -1.24862 -0.92231 -3.38641
O -0.05939 -5.46062 -2.95278
C -0.51160 -4.19540 -3.09813
O -1.04482 -3.63424 -2.11870
O -0.29206 -3.55974 -4.17340
H 0.30656 -5.67160 -3.82387
O -1.06695 -0.07340 3.15231
C -1.94466 -1.14034 3.40866
O -2.89330 -0.83779 4.17387
O -1.79252 -2.22276 2.81439
H -1.73912 0.53044 3.53602
O 0.78775 -0.07034 0.59809
C 0.24173 -0.54159 -0.55440
O 0.86087 -0.37377 -1.64937
O -0.82256 -1.17703 -0.47887
H 0.17835 -0.49109 1.24798
C 5.08481 0.17221 -1.68877
C 3.88784 1.09493 -1.81836
O 3.14815 0.67260 -2.97834
H 4.80903 -0.87209 -1.52674
H 5.63212 0.42165 -0.77140
H 5.70783 0.19137 -2.58049
H 4.20822 2.12845 -1.95636
H 3.16582 1.05129 -0.99951
H 2.56244 -0.03543 -2.68171
C 3.07703 -2.33426 3.99717
C 2.34228 -1.24704 3.21829
O 3.05076 -0.96810 2.02366
H 4.05723 -1.96834 4.31600
H 3.14743 -3.27803 3.46392
H 2.56127 -2.42497 4.95905
H 2.29885 -0.37825 3.88892
H 1.30574 -1.55790 3.06164
H 2.37748 -0.61543 1.41373
C -1.48114 3.96041 -1.78077
C -0.98239 2.52209 -1.92553
O -2.05497 1.65377 -2.25687
H -0.70627 4.65417 -1.46641
H -2.30315 3.94504 -1.05801
H -1.98984 4.26909 -2.69612
H -0.44242 2.16391 -1.04754
H -0.24472 2.50296 -2.73275
H -2.56823 1.44021 -1.45497
C -5.22121 1.26055 0.48619
C -3.85895 1.85226 0.89140
O -2.81289 1.04503 0.33362
H -6.10482 1.85267 0.72101
H -5.34684 0.24654 0.86658
H -5.21009 1.11843 -0.60186
H -3.83648 1.75270 1.97845
H -3.79868 2.89544 0.58023
H -2.42092 0.65368 1.12729



[4]
23
Properties=species:S:1:pos:R:3 method="wB97M-V/def2-TZVPD" gap_ev=6.79 smiles="CCN[C@H](OC(=O)CC(=O)Br)C(=O)[O-]" energy_ev=-89175.731 lumo_ev=2.7 charge=-1
C 3.38229 0.73896 0.53176
C 2.10748 0.51986 -0.41157
N 1.09270 -0.19751 0.38670
C 0.22612 -1.06137 -0.43528
O -1.19440 -0.83901 -0.23606
C -1.57240 0.41361 -0.65587
O -1.15297 0.90968 -1.66956
C -2.58676 1.16926 0.29158
C -4.03469 0.58936 0.10795
O -4.75369 1.01856 -0.73601
Br -4.74136 -0.86831 1.23339
C 0.52049 -2.56534 0.02471
O 1.27440 -3.27367 -0.66019
O -0.04381 -2.90593 1.13972
H 4.32605 0.61324 -0.06529
H 3.36135 1.79940 0.89797
H 3.36512 0.03799 1.39762
H 2.45088 -0.17744 -1.22269
H 1.75931 1.49223 -0.84860
H 0.55957 0.41836 0.99863
H 0.46732 -1.02781 -1.53081
H -2.26426 0.92027 1.34198
H -2.54876 2.27560 0.11992



[5]
102
Properties=species:S:1:pos:R:3 method="wB97M-V/def2-TZVPD" gap_ev=9.32 smiles="CC(C)=O.CC(C)=O.CC(C)=O.CC(C)=O.CC(C)=O.CC(C)=O.CC(C)=O.CC(C)=O.CC(C)=O.CO.CO" energy_ev=-53598.689 lumo_ev=0.0
C 8.08308 -3.30709 0.78524
C 7.43916 -3.72983 -0.51635
O 8.08408 -3.82377 -1.53059
C 6.03834 -4.23662 -0.39860
H 9.04188 -2.81955 0.63474
H 8.26171 -4.25675 1.30368
H 7.43061 -2.71672 1.42646
H 5.62541 -4.72681 -1.27807
H 5.32282 -3.48394 -0.06020
H 6.00742 -5.01387 0.37636
C -0.04002 -8.16196 -0.61239
C 1.05003 -9.03320 0.02515
O 0.73569 -9.80222 0.90753
C 2.44808 -8.91380 -0.48023
H -0.36247 -7.36371 0.04742
H -0.93176 -8.78618 -0.71032
H 0.29397 -7.90043 -1.61615
H 2.95373 -8.00662 -0.14612
H 2.54119 -8.96697 -1.56404
H 2.97400 -9.72653 0.01199
C 4.21146 -11.69160 -0.12535
C 4.65076 -11.44017 -1.54854
O 3.87240 -11.47323 -2.47001
C 6.13942 -11.24802 -1.78187
H 4.60305 -10.93353 0.54713
H 4.40346 -12.73299 0.14512
H 3.11954 -11.70629 -0.11908
H 6.69403 -12.14665 -1.49645
H 6.54493 -10.38163 -1.26325
H 6.32157 -11.19921 -2.85705
C 2.46160 -12.10301 3.16070
C 3.95492 -12.23632 3.36685
O 4.57827 -13.15655 2.88937
C 4.62029 -11.19080 4.26955
H 2.21814 -11.11855 2.74700
H 1.95073 -12.31709 4.09970
H 2.05590 -12.77603 2.40450
H 4.56207 -10.22781 3.76577
H 5.60422 -11.54304 4.56466
H 4.02345 -11.15925 5.18602
C 4.17150 -5.11535 4.31525
C 3.79241 -6.51361 4.79296
O 2.92634 -7.17560 4.27025
C 4.63272 -7.03844 5.92787
H 3.47731 -4.67929 3.60196
H 5.20696 -5.11741 3.97183
H 4.15307 -4.50711 5.22507
H 5.15326 -6.18120 6.35765
H 5.35712 -7.82407 5.72384
H 3.95179 -7.41618 6.69507
C 3.99453 -8.30980 -4.13809
C 4.60079 -7.06488 -3.55502
O 4.03222 -5.99453 -3.66590
C 5.97102 -7.10753 -2.94018
H 2.90873 -8.17000 -4.10117
H 4.28076 -9.19066 -3.56672
H 4.13131 -8.41538 -5.21503
H 5.90789 -7.49323 -1.92202
H 6.43003 -6.12151 -2.98964
H 6.61891 -7.69879 -3.59671
C 9.45019 -6.86178 -0.97612
C 9.47451 -8.35642 -1.17032
O 9.38479 -8.82679 -2.27338
C 9.56260 -9.26467 0.04714
H 9.65873 -6.52475 -1.99101
H 10.21376 -6.46019 -0.30043
H 8.57570 -6.38828 -0.52686
H 9.94953 -10.23783 -0.24696
H 8.56632 -9.45321 0.45246
H 10.16009 -8.77749 0.81592
C 2.00518 -5.84102 1.11717
C 1.20504 -4.60523 1.49727
O 1.74249 -3.56068 1.76781
C -0.30729 -4.76841 1.51525
H 1.81143 -6.61927 1.85696
H 3.07806 -5.63688 1.15418
H 1.83972 -6.06944 0.06506
H -0.59964 -5.77526 1.80035
H -0.73407 -4.46523 0.56056
H -0.66031 -4.07028 2.27696
C 9.78661 -9.58393 4.87359
C 9.05813 -10.67215 4.13118
O 8.43084 -10.41768 3.13057
C 9.06230 -12.06413 4.75074
H 9.76702 -8.68287 4.26636
H 10.80679 -9.87720 5.12507
H 9.28649 -9.39715 5.82853
H 8.76699 -12.69785 3.91268
H 8.29932 -12.04150 5.53051
H 9.99821 -12.41247 5.17648
C 6.23272 -7.96601 1.38585
O 5.01889 -7.26845 1.28261
H 7.07073 -7.26344 1.46085
H 6.30368 -8.67268 2.22388
H 6.42629 -8.65509 0.55832
H 4.65018 -7.10129 2.15627
C 8.26181 -6.10827 4.20747
O 7.69116 -5.22372 5.17055
H 8.74022 -5.59993 3.37331
H 8.92989 -6.74168 4.79164
H 7.52392 -6.79874 3.78491
H 7.97499 -5.45838 6.05192



[6]
140
Properties=species:S:1:pos:R:3 method="wB97M-V/def2-TZVPD" gap_ev=6.49 energy_ev=-2035789.804 lumo_ev=-1.5
C 3.40100 1.00022 -5.48615
C 2.78046 -0.43356 -4.99158
I 4.12139 -2.18903 -4.81940
C 1.33075 -0.56268 -4.69504
I 0.62312 -2.58274 -4.09733
C 0.18567 0.59789 -4.79308
C -1.26806 0.14350 -5.47542
C -2.51499 1.25581 -5.55993
C -3.91562 0.64301 -6.20883
C -4.22747 -0.68848 -5.06383
C -5.49618 -1.76374 -5.56260
O -3.89114 -2.12242 -5.58692
C -2.37671 2.81226 -5.01561
C -0.92776 3.27766 -4.34086
N -0.53301 4.61512 -3.74902
S 1.12078 4.45671 -3.18892
N 1.46504 2.77674 -3.57781
C 0.27823 2.14301 -4.26505
H 2.73916 1.56968 -6.26469
H 4.45283 0.75778 -5.99213
H 3.66030 1.68414 -4.54647
H -1.42530 -0.96151 -5.89827
H -4.83262 1.36223 -6.12308
H -3.76974 0.13802 -7.25313
H -4.12939 -0.43377 -3.83942
H -5.49474 -1.89182 -6.72900
H -5.62809 -2.62218 -4.76824
H -3.28430 3.58074 -5.10354
Br -2.32969 -3.07925 0.46123
C -2.73923 -4.15554 -1.11351
C -3.35505 -3.31341 -2.20657
Br -5.22519 -2.91543 -1.82199
H -3.38144 -4.97522 -0.78190
H -1.77589 -4.56248 -1.43706
H -3.36980 -3.86221 -3.15290
H -2.84846 -2.35577 -2.35459
Br 3.76734 3.59795 -2.09505
C 4.64749 4.29197 -0.49830
C 3.74588 4.19260 0.71018
Br 2.38116 5.58573 0.68903
H 4.96017 5.31432 -0.72483
H 5.53560 3.66516 -0.36908
H 4.31395 4.36481 1.62919
H 3.22366 3.23483 0.78488
Br 6.78181 -4.65035 -5.81259
C 7.26633 -4.95529 -7.67758
C 7.13868 -3.68776 -8.49018
Br 5.27200 -3.29439 -8.89573
H 6.63666 -5.77080 -8.04189
H 8.30779 -5.29120 -7.64859
H 7.62283 -3.80485 -9.46425
H 7.54915 -2.80711 -7.98861
Br -5.26862 -4.79062 2.12323
C -5.73615 -2.92221 1.81280
C -6.99620 -2.54297 2.55555
Br -8.58183 -3.23303 1.65373
H -5.81166 -2.78739 0.73096
H -4.88121 -2.35012 2.18713
H -7.12474 -1.45654 2.56541
H -7.02434 -2.91731 3.58253
Br 1.69929 0.37003 1.59499
C 1.40427 0.64562 3.50364
C 2.40594 1.62106 4.07672
Br 4.14728 0.77916 4.32699
H 1.43589 -0.33882 3.97709
H 0.38880 1.04755 3.57837
H 2.09988 1.94410 5.07617
H 2.56402 2.50121 3.44748
Br 6.81361 -1.18232 5.15159
C 7.69376 -0.48830 6.74833
C 6.79214 -0.58767 7.95682
Br 5.42743 0.80546 7.93567
H 8.00643 0.53405 6.52181
H 8.58186 -1.11511 6.87756
H 7.36021 -0.41546 8.87583
H 6.26992 -1.54544 8.03151
Br -1.90071 -0.45845 4.54391
C -2.19573 -0.18286 6.45256
C -1.19406 0.79257 7.02564
Br 0.54728 -0.04932 7.27591
H -2.16411 -1.16730 6.92601
H -3.21120 0.21907 6.52729
H -1.50012 1.11562 8.02509
H -1.03598 1.67273 6.39639
Br 8.79025 -1.28179 -10.44344
C 9.55974 -1.51987 -12.22028
C 8.89281 -2.65804 -12.95717
Br 9.51941 -4.38540 -12.30350
H 10.63533 -1.65932 -12.08643
H 9.38212 -0.57055 -12.73561
H 9.16231 -2.64030 -14.01735
H 7.80339 -2.65697 -12.86344
Br -9.70071 0.11422 1.67000
C -9.99573 0.38981 3.57864
C -8.99406 1.36524 4.15172
Br -7.25272 0.52335 4.40199
H -9.96411 -0.59463 4.05210
H -11.01120 0.79174 3.65337
H -9.30012 1.68829 5.15118
H -8.83598 2.24540 3.52248
Br 1.09870 7.67842 -3.27085
C 1.58323 7.37349 -5.13584
C 1.45557 8.64101 -5.94843
Br -0.41111 9.03439 -6.35399
H 0.95355 6.55798 -5.50015
H 2.62469 7.03758 -5.10685
H 1.93973 8.52392 -6.92251
H 1.86604 9.52167 -5.44687
Br -1.61576 -3.18136 7.95074
C -0.73561 -2.48734 9.54748
C -1.63723 -2.58671 10.75597
Br -3.00194 -1.19358 10.73482
H -0.42294 -1.46499 9.32095
H 0.15249 -3.11415 9.67670
H -1.06916 -2.41450 11.67497
H -2.15945 -3.54448 10.83066
Br 7.33955 2.08112 -4.92976
C 7.63830 0.32736 -4.12912
C 7.04821 0.25250 -2.74009
Br 8.16872 1.18703 -1.44595
H 8.71532 0.14392 -4.15465
H 7.13776 -0.37904 -4.79903
H 7.01503 -0.78401 -2.39155
H 6.04751 0.68745 -2.66929
Br -8.13006 5.09478 4.90245
C -8.69239 5.45272 3.06899
C -10.03087 6.15307 3.03421
Br -11.48914 4.90623 3.38426
H -8.68831 4.49584 2.54112
H -7.91015 6.09563 2.65298
H -10.23081 6.55136 2.03505
H -10.11786 6.96026 3.76666
Br -1.73913 -5.82146 12.87317
C -3.53514 -6.56898 12.72659
C -3.80317 -7.07861 11.32957
Br -4.16518 -5.60903 10.09954
H -4.23215 -5.79058 13.04682
H -3.55948 -7.39177 13.44821
H -4.70752 -7.69404 11.31147
H -2.97136 -7.65006 10.90867